No. 1
99
Properties=species:S:1:pos:R:3:forces:R:3 method="wB97M-V/def2-TZVPD" e_tot_ev=-128484.2739 orbital_gap_ev=9.53 fmax_ev_per_a=0.763 multiplicity=1
C 3.64145 1.54330 1.70126 0.13 0.05 0.01
C 2.54156 2.36727 2.39111 -0.05 0.10 -0.23
I 2.51683 2.05996 4.52584 0.00 -0.06 0.15
C 1.14314 2.17304 1.79300 0.43 0.10 -0.03
B 0.50596 0.75610 1.56219 -0.01 0.15 -0.04
C 0.85903 -0.56119 2.29875 -0.19 -0.34 0.14
B 1.94329 -1.50200 1.62218 -0.05 0.08 -0.16
O 2.48968 -2.48592 2.40541 0.11 0.45 0.07
O 2.40669 -1.34920 0.31768 0.35 -0.37 0.57
C -0.69942 0.82158 0.49657 -0.39 0.38 0.27
Cl -0.13177 0.08342 -1.03731 0.13 -0.10 -0.06
C -1.99885 0.19932 0.97639 0.11 -0.03 0.13
C -2.42204 0.83686 2.31338 -0.08 -0.11 0.07
Cl -3.28422 0.43462 -0.26352 -0.13 0.03 -0.03
H 4.43167 2.20585 1.32901 -0.14 -0.14 0.06
H 3.23180 0.99538 0.84759 0.05 0.08 0.06
H 4.12531 0.81786 2.36291 -0.17 0.10 -0.08
H 2.79713 3.42888 2.34889 -0.08 -0.20 -0.01
H 0.41085 2.72703 2.40706 0.04 -0.08 -0.20
H 1.13693 2.69437 0.81795 0.00 -0.05 0.21
H 1.22935 -0.39489 3.32053 -0.09 0.04 -0.19
H -0.04322 -1.19230 2.39505 0.17 0.04 0.00
H 3.26720 -2.85474 1.97586 0.01 -0.28 -0.14
H 1.82582 -1.65521 -0.37694 -0.27 0.26 -0.24
H -0.90734 1.87065 0.24446 0.02 -0.22 -0.02
H -1.89498 -0.88499 1.06567 -0.03 0.17 -0.01
H -1.82920 1.73299 2.53052 -0.13 -0.09 -0.05
H -3.47481 1.13067 2.29844 0.20 -0.07 -0.04
H -2.28969 0.13029 3.14071 0.07 0.14 -0.16
C 0.34663 7.16258 -2.84187 -0.03 -0.02 0.04
C 1.28350 7.23779 -1.65949 0.09 0.02 -0.06
O 0.55950 7.05612 -0.41351 0.02 0.01 -0.02
C 0.30460 5.81242 -0.06801 -0.15 -0.02 0.17
O 0.60861 4.80853 -0.64574 0.04 0.00 -0.06
C -0.46097 5.77893 1.28193 0.23 -0.02 -0.39
F -1.42762 6.68565 1.32819 -0.16 0.17 0.02
F 0.38935 6.00778 2.28673 0.11 0.03 0.15
F -0.99752 4.57692 1.45111 -0.20 -0.21 0.12
H -0.45421 7.89520 -2.74294 0.00 0.00 -0.02
H 0.90045 7.37625 -3.75622 0.00 0.00 0.00
H -0.09124 6.16878 -2.93056 0.08 0.05 0.00
H 1.73592 8.22081 -1.55879 -0.03 0.01 0.01
H 2.06864 6.48499 -1.71525 -0.02 -0.01 0.01
C -2.76317 -0.81431 -3.56332 0.12 0.07 -0.11
C -4.01424 -0.18617 -4.12539 -0.12 -0.10 0.14
O -3.69103 0.94303 -4.98357 -0.04 -0.19 -0.02
C -3.36329 0.66228 -6.23052 0.12 0.10 -0.21
O -3.30330 -0.40720 -6.75842 -0.02 0.00 0.09
C -3.08079 1.98149 -6.99629 -0.11 -0.22 0.06
F -2.32326 2.81593 -6.27603 0.11 0.05 0.05
F -4.23623 2.60285 -7.25779 -0.14 0.08 -0.01
F -2.46551 1.73789 -8.14021 0.09 -0.04 -0.14
H -2.16753 -0.06589 -3.04260 -0.02 -0.04 0.04
H -3.03686 -1.58714 -2.84526 0.00 0.01 0.01
H -2.15634 -1.26541 -4.34856 -0.06 -0.02 -0.02
H -4.62744 0.25117 -3.34049 0.02 0.03 0.01
H -4.61680 -0.89482 -4.69150 0.04 0.03 -0.07
C 2.95026 -5.75812 0.88520 0.02 0.12 -0.09
C 3.57802 -7.12631 0.99489 -0.11 -0.06 0.16
O 4.53313 -7.34912 -0.07292 -0.03 -0.01 0.03
C 5.73183 -6.82838 0.10914 0.16 -0.02 -0.17
O 6.12293 -6.19360 1.04354 -0.05 0.03 0.04
C 6.64910 -7.19136 -1.08847 -0.16 0.04 0.22
F 6.02647 -7.02337 -2.25356 -0.12 0.04 -0.17
F 7.01885 -8.47282 -0.99473 0.04 -0.17 0.02
F 7.73821 -6.43908 -1.08134 0.16 0.11 0.02
H 2.48232 -5.62769 -0.09111 -0.03 -0.02 0.02
H 2.18952 -5.63329 1.65532 0.03 -0.02 0.01
H 3.70368 -4.98055 1.01218 0.02 -0.03 0.01
H 2.84471 -7.91898 0.87061 0.00 0.01 -0.04
H 4.08413 -7.26094 1.95008 0.03 0.02 -0.03
C 1.30900 -4.86447 6.46123 -0.01 -0.08 -0.02
C 1.08603 -4.50905 5.01069 0.05 0.14 0.01
O 0.99955 -5.70463 4.18857 0.00 0.01 0.03
C -0.17533 -6.30510 4.14502 -0.02 -0.16 -0.15
O -1.18594 -5.99951 4.70337 0.02 0.02 0.09
C -0.10118 -7.48145 3.13641 0.14 0.45 0.29
F 0.99569 -8.21970 3.31197 0.15 -0.16 0.04
F -0.04275 -6.95300 1.90577 -0.08 -0.06 -0.34
F -1.15954 -8.26202 3.22220 -0.19 -0.12 -0.02
H 2.20339 -5.47747 6.57164 0.01 0.02 0.01
H 1.44333 -3.95038 7.03982 0.00 0.00 0.00
H 0.45585 -5.40616 6.86758 0.00 0.01 0.00
H 1.92322 -3.95968 4.58728 -0.03 -0.01 -0.01
H 0.17409 -3.93010 4.87005 -0.01 -0.03 0.00
C -2.14687 4.29182 -3.47616 -0.03 0.00 0.05
C -3.59483 3.87803 -3.60811 0.00 -0.04 -0.08
O -4.21797 3.77946 -2.29869 -0.01 0.09 0.02
C -4.65230 4.90644 -1.76259 -0.16 -0.04 0.10
O -4.63907 6.00483 -2.23549 0.10 -0.02 -0.05
C -5.25563 4.61074 -0.36258 0.24 0.05 -0.49
F -4.45618 3.79043 0.31275 0.15 -0.19 0.35
F -6.44828 4.02294 -0.49208 -0.19 -0.07 0.00
F -5.40615 5.72920 0.32960 -0.05 0.14 0.10
H -1.60813 3.59348 -2.83406 0.02 0.01 0.00
H -1.67811 4.28733 -4.46110 -0.01 0.03 0.07
H -2.06631 5.29551 -3.05814 -0.05 -0.03 -0.01
H -3.69102 2.87952 -4.02744 0.01 0.20 0.12
H -4.16566 4.58109 -4.21266 -0.01 0.04 0.02


No. 2
15
Properties=species:S:1:pos:R:3:forces:R:3 method="wB97M-V/def2-TZVPD" e_tot_ev=-20336.1108 orbital_gap_ev=10.33 fmax_ev_per_a=2.285 de_lowest_ev=1.640 multiplicity=1
H 2.04081 -0.33585 0.82809 -0.08 -0.67 0.59
N 1.11582 -0.78597 0.87869 0.03 0.99 0.26
C 0.92151 -1.46498 -0.15809 -0.81 0.35 -1.04
C -0.50969 -1.68912 -0.71831 1.44 -0.65 0.08
O 1.87875 -1.86092 -1.01859 -0.15 -0.62 -1.34
H -0.65170 -0.91920 -1.48503 -0.15 0.55 0.69
H -0.59589 -2.57051 -1.39535 -0.01 0.00 1.26
H -1.16195 -1.61874 0.17416 -0.05 -0.15 -1.05
H 2.78589 -1.59519 -0.83386 -0.21 0.22 0.58
C -1.57167 1.81722 0.69721 -1.18 -0.80 -1.78
C -0.39677 2.38898 0.71126 -0.23 0.35 -0.90
Cl 0.60599 2.40807 -0.74231 -0.17 0.29 0.97
H -2.16383 1.37989 -0.15641 1.27 0.28 0.91
H -2.06511 1.85052 1.61905 -0.98 0.04 1.19
H -0.23215 2.99580 1.59949 1.28 -0.17 -0.41


No. 3
20
Properties=species:S:1:pos:R:3:forces:R:3 method="wB97M-V/def2-TZVPD" e_tot_ev=-11982.4395 orbital_gap_ev=9.24 fmax_ev_per_a=2.023 de_lowest_ev=3.829 multiplicity=1
C -0.56385 -1.61069 -1.20292 -0.02 0.09 -0.14
C 0.22476 -0.42853 -0.76132 -1.52 0.91 0.98
C -0.19684 0.98130 -0.95436 0.47 -0.04 -0.11
N -0.47817 0.63164 0.42191 0.92 -1.09 -0.56
C -1.77896 0.87086 1.00316 -0.20 -0.40 -0.18
C 0.99152 0.16434 1.33747 1.55 -0.60 -1.12
O 1.70815 1.07817 1.76890 -0.36 0.08 -0.11
C 1.52486 -0.55536 -0.07353 -0.09 0.98 1.34
O 2.54370 0.25881 -0.56871 -0.02 -0.19 -0.18
H -1.61342 -1.35972 -1.35260 -0.01 -0.03 -0.07
H -0.48996 -2.42688 -0.48287 0.02 0.05 0.02
H -0.14689 -1.97248 -2.14765 -0.08 0.01 0.00
H -1.08097 1.11999 -1.57253 -0.05 0.05 0.09
H 0.57164 1.73275 -1.11365 -0.01 -0.03 -0.04
H -1.89918 1.93480 1.22711 0.09 -0.06 -0.02
H -2.58815 0.57291 0.32856 0.00 -0.02 0.03
H -1.86114 0.29561 1.92544 -0.05 0.06 0.00
H 0.59976 -0.62577 2.00119 -0.61 0.33 -0.04
H 1.83980 -1.58996 0.07992 0.06 0.06 -0.03
H 2.69335 0.92820 0.13646 -0.10 -0.14 0.14


No. 4
151
Properties=species:S:1:pos:R:3:forces:R:3 method="wB97M-V/def2-TZVPD" e_tot_ev=-88170.1863 total_charge=+1 orbital_gap_ev="6.03 / 7.34" fmax_ev_per_a=0.573 s2=6.0166 multiplicity=5
C -4.97494 -9.68874 -4.73137 0.15 -0.05 0.10
C -3.76825 -9.22261 -3.96462 0.15 -0.01 0.18
O -3.65888 -9.19825 -2.77254 -0.08 0.17 -0.31
O -2.72210 -8.80321 -4.78112 -0.42 -0.12 -0.29
C -2.62987 -7.38985 -4.92488 0.04 0.08 0.29
C -1.69302 -6.78604 -3.86137 0.09 -0.03 -0.03
C -2.27866 -5.62664 -3.05499 -0.27 0.01 -0.23
C -1.48503 -4.31120 -3.20590 0.06 0.00 0.00
N -1.35939 -3.66912 -1.85811 0.12 -0.03 0.03
C -2.67010 -3.65051 -1.10880 -0.07 0.03 0.15
C -3.71153 -2.84226 -1.86129 0.07 -0.22 0.04
I -5.40898 -3.80629 -2.60932 -0.20 -0.07 -0.07
C -3.66867 -1.52012 -1.99885 -0.03 0.28 0.03
C -4.69785 -0.66213 -2.67500 0.04 0.05 0.02
I -2.06484 -0.41939 -1.18799 0.12 -0.01 -0.06
C -2.91518 -5.13243 -0.77285 -0.24 -0.04 0.00
O -2.28300 -6.00933 -1.68666 0.33 0.03 0.09
H -5.63233 -10.25294 -4.07440 0.01 0.03 -0.04
H -4.67357 -10.28615 -5.59062 0.02 -0.02 0.05
H -5.51273 -8.81696 -5.11579 0.06 0.00 0.02
H -2.26927 -7.20831 -5.93588 0.06 -0.03 0.03
H -3.62903 -6.94122 -4.85287 0.03 -0.04 0.00
H -1.47087 -7.57780 -3.14464 0.00 0.02 -0.03
H -0.74522 -6.49888 -4.32335 -0.04 -0.01 0.02
H -3.30468 -5.44949 -3.39331 0.09 0.01 0.14
H -1.98689 -3.60080 -3.86109 0.02 -0.01 -0.01
H -0.46946 -4.47905 -3.56346 -0.04 0.00 0.00
H -0.97575 -2.71880 -1.92493 -0.10 0.00 -0.02
H -0.70247 -4.23046 -1.31010 -0.03 0.04 0.02
H -2.48984 -3.11976 -0.17036 0.12 0.00 -0.07
H -5.68992 -0.89544 -2.28467 0.01 -0.01 -0.05
H -4.69755 -0.85178 -3.75130 -0.05 -0.02 0.04
H -4.50931 0.39594 -2.51689 0.03 -0.02 0.00
H -2.44806 -5.34777 0.18892 -0.04 0.01 0.01
H -3.98353 -5.34008 -0.67674 0.04 0.04 -0.09
C -1.23378 -0.48668 3.05944 0.00 -0.03 0.07
C -2.04584 0.81126 3.20583 0.01 -0.19 0.01
C -1.33434 1.98716 2.52199 0.01 0.07 -0.05
C -0.11397 2.49903 3.28126 0.04 0.01 0.00
C -0.46864 2.81745 4.73063 0.04 0.07 -0.05
C -1.10707 1.63730 5.47097 0.04 -0.15 0.10
N -2.27116 1.16271 4.64701 0.26 0.36 -0.23
O -3.34859 1.81303 4.85180 -0.25 -0.09 0.13
C -0.08951 0.52153 5.71826 -0.04 -0.04 -0.01
C -1.64355 2.08190 6.82626 0.02 0.06 0.00
C -3.41224 0.58888 2.56583 0.00 0.02 -0.04
H -1.41020 -1.15970 3.89805 -0.02 -0.01 -0.02
H -1.54864 -1.00177 2.14872 0.01 0.03 -0.02
H -0.16268 -0.31072 2.97919 0.00 0.00 0.02
H -2.04788 2.80840 2.40842 -0.02 -0.01 0.05
H -1.04992 1.67194 1.51079 -0.01 0.03 -0.01
H 0.70846 1.77814 3.23365 -0.03 -0.04 0.02
H 0.24234 3.41153 2.80192 -0.01 -0.01 0.00
H 0.42077 3.13145 5.28314 0.01 0.02 -0.02
H -1.16637 3.65964 4.74575 -0.03 -0.03 0.01
H -0.57856 -0.36102 6.13334 0.00 0.00 0.01
H 0.63656 0.87870 6.44898 -0.01 0.00 0.01
H 0.46644 0.22594 4.83393 0.01 0.01 -0.01
H -2.31981 2.92636 6.73344 -0.02 0.00 -0.01
H -0.79986 2.37375 7.45376 -0.01 -0.01 -0.01
H -2.17738 1.26823 7.31822 0.00 -0.01 0.00
H -3.96290 -0.20170 3.07814 0.02 -0.02 0.00
H -3.24851 0.29492 1.52682 -0.07 -0.01 0.04
H -4.01928 1.48873 2.58366 0.00 0.02 0.04
C -0.80126 -15.91478 -4.10149 -0.02 0.02 0.06
C -1.95219 -15.21243 -4.83942 0.06 -0.16 0.11
C -1.42080 -14.25927 -5.91960 0.01 0.03 -0.08
C -0.80495 -12.97585 -5.36586 -0.01 -0.03 0.04
C -1.76476 -12.26914 -4.41212 0.04 0.05 -0.06
C -2.25354 -13.17364 -3.27477 0.07 -0.06 0.19
N -2.81329 -14.41780 -3.89846 0.18 0.31 -0.34
O -4.02289 -14.29146 -4.28412 -0.23 -0.10 0.08
C -1.12425 -13.47369 -2.28654 -0.02 -0.06 0.00
C -3.37166 -12.48996 -2.49941 -0.04 0.08 0.01
C -2.82863 -16.28433 -5.47888 0.01 0.00 -0.05
H -1.08252 -16.16284 -3.07874 -0.01 -0.03 -0.01
H -0.56539 -16.84639 -4.61488 0.01 0.02 -0.02
H 0.11262 -15.32434 -4.07449 -0.01 0.01 0.02
H -2.24855 -13.99834 -6.58604 -0.04 -0.01 0.05
H -0.68855 -14.80613 -6.51947 -0.01 0.02 -0.03
H 0.14391 -13.18672 -4.86541 -0.02 -0.02 0.03
H -0.56627 -12.30952 -6.19728 0.04 0.00 0.01
H -1.29796 -11.38279 -3.97318 0.00 0.01 -0.03
H -2.63804 -11.92659 -4.97823 -0.03 -0.04 0.02
H -1.44558 -14.21131 -1.55043 0.00 0.01 0.00
H -0.88036 -12.55158 -1.75728 -0.01 0.00 0.01
H -0.21214 -13.83039 -2.75332 0.00 0.01 -0.01
H -4.18164 -12.18201 -3.15511 -0.01 -0.04 -0.01
H -2.97037 -11.60527 -2.00419 0.01 -0.02 0.00
H -3.78799 -13.15455 -1.74179 0.02 -0.03 -0.02
H -3.27375 -16.92562 -4.71760 0.02 -0.01 0.01
H -2.20181 -16.89796 -6.12804 -0.01 0.01 0.01
H -3.62977 -15.85198 -6.07051 -0.02 0.02 0.02
C 2.54173 7.95718 3.22447 -0.04 0.04 0.11
C 1.80153 6.94353 2.34225 0.10 0.03 0.18
C 2.00305 7.26842 0.85472 0.03 -0.04 -0.09
C 1.21814 8.48654 0.37725 0.00 0.01 0.04
C -0.26056 8.36360 0.73191 0.01 0.01 -0.08
C -0.50014 8.11708 2.22568 -0.03 0.08 0.23
N 0.32571 6.92707 2.62707 0.08 0.19 -0.53
O -0.24394 5.80760 2.40278 -0.08 -0.27 0.17
C -0.15928 9.35949 3.05205 0.02 -0.02 0.03
C -1.96503 7.78139 2.48191 -0.03 0.01 -0.06
C 2.35380 5.55430 2.64371 0.01 -0.01 -0.02
H 2.05474 8.07662 4.19238 0.00 -0.06 0.00
H 3.55765 7.60811 3.40410 0.01 0.00 -0.04
H 2.64165 8.93528 2.76281 0.00 0.01 0.02
H 1.70309 6.39665 0.26361 -0.04 -0.01 0.04
H 3.07395 7.41793 0.69157 0.00 -0.01 -0.03
H 1.63895 9.40310 0.79868 -0.01 -0.01 0.03
H 1.32350 8.57632 -0.70589 0.02 0.03 0.00
H -0.80526 9.26647 0.44333 0.01 -0.01 -0.03
H -0.69725 7.53112 0.17112 0.00 -0.03 0.05
H -0.21515 9.13817 4.11844 -0.01 0.00 0.00
H -0.89724 10.13065 2.82756 -0.01 -0.01 0.01
H 0.81988 9.77613 2.84038 0.00 0.00 -0.01
H -2.30266 6.95194 1.86700 0.01 -0.02 0.00
H -2.56808 8.66085 2.24990 0.01 -0.01 0.01
H -2.12408 7.51847 3.52813 0.01 0.00 0.00
H 2.15581 5.27362 3.67957 0.01 0.01 0.01
H 3.43386 5.57681 2.49055 -0.02 0.00 0.01
H 1.92362 4.79719 1.99337 -0.03 0.00 0.00
C 8.10852 11.56420 2.32728 -0.04 0.03 0.03
C 7.13328 10.48286 1.83555 0.11 0.07 0.18
C 7.19364 10.33181 0.30902 0.01 -0.05 -0.07
C 6.53239 11.47711 -0.45336 0.01 0.02 0.04
C 5.10466 11.71105 0.03164 0.00 -0.02 -0.09
C 5.01581 11.94413 1.54374 0.01 0.14 0.18
N 5.71384 10.79788 2.21940 0.04 0.00 -0.57
O 4.97548 9.76818 2.36430 -0.11 -0.13 0.22
C 5.61718 13.29551 1.93489 0.02 -0.01 0.03
C 3.55968 11.94206 1.99625 -0.03 0.00 -0.04
C 7.51295 9.16482 2.50317 0.02 -0.02 -0.03
H 7.74948 12.03214 3.24311 0.02 -0.02 0.02
H 9.07074 11.10251 2.54679 0.00 0.00 -0.03
H 8.28851 12.34347 1.58954 -0.02 0.01 0.01
H 6.70414 9.39188 0.03554 -0.04 0.01 0.05
H 8.24495 10.23940 0.02351 -0.01 -0.02 -0.03
H 7.12247 12.39289 -0.36356 -0.01 0.00 0.03
H 6.51578 11.23273 -1.51699 0.02 0.03 -0.01
H 4.65838 12.57077 -0.47497 0.01 -0.01 -0.03
H 4.49347 10.83747 -0.21773 0.00 -0.01 0.05
H 5.65926 13.39734 3.01987 -0.01 0.01 0.00
H 4.97098 14.08334 1.54623 -0.01 0.00 0.01
H 6.61074 13.46768 1.53524 0.00 0.00 -0.01
H 3.04201 11.04092 1.67810 0.01 -0.02 -0.01
H 3.05763 12.80650 1.55860 0.01 -0.01 0.01
H 3.49008 12.01238 3.08235 0.01 0.00 0.00
H 7.40375 9.23274 3.58615 0.01 0.02 0.00
H 8.55773 8.95151 2.27139 -0.02 0.00 0.00
H 6.89979 8.34130 2.14919 -0.03 0.00 0.01